1.
{"formula": "C43H46F2N4O3STi", "method": "ωB97M-V with the def2-TZVPD basis set", "multiplicity": 2, "charge": 1, "s2": 0.791, "e_lumo_ev": [-3.6, -3.6], "homo_energy_ev": [-7.91, -9.98], "species": ["Ti", "C", "C", "C", "C", "C", "N", "C", "C", "C", "N", "C", "C", "C", "C", "C", "C", "C", "C", "N", "C", "C", "C", "N", "C", "C", "C", "C", "O", "C", "O", "H", "H", "H", "H", "H", "H", "H", "H", "H", "H", "H", "H", "H", "H", "H", "H", "H", "H", "H", "H", "H", "H", "H", "H", "H", "H", "H", "H", "C", "C", "C", "C", "C", "C", "C", "C", "C", "C", "H", "H", "H", "H", "H", "H", "H", "F", "C", "F", "H", "C", "C", "C", "C", "C", "C", "C", "S", "C", "O", "H", "H", "H", "H", "H", "H", "H", "H", "H", "H"], "positions_angstrom": [[-0.535, -0.084, 1.431], [2.021, 1.992, 7.830], [1.669, 1.769, 6.386], [1.722, 2.774, 5.451], [1.435, 2.547, 4.089], [1.572, 3.687, 3.233], [1.969, 3.776, 2.005], [2.547, 2.755, 1.118], [3.813, 2.129, 1.698], [4.418, 1.117, 0.730], [3.535, -0.014, 0.566], [3.583, -0.843, -0.519], [2.563, -1.741, -0.891], [2.749, -2.625, -1.981], [1.784, -3.522, -2.410], [2.039, -4.441, -3.573], [0.568, -3.560, -1.739], [0.315, -2.678, -0.675], [-0.972, -2.745, -0.025], [-1.469, -1.899, 0.812], [-2.726, -2.284, 1.457], [-2.495, -2.574, 2.958], [-1.021, -2.704, 3.332], [-0.372, -1.387, 3.304], [0.247, -1.038, 4.356], [0.849, 0.265, 4.634], [1.230, 0.518, 5.941], [0.955, 1.288, 3.665], [0.576, 1.100, 2.432], [1.292, -1.781, -0.249], [1.033, -0.936, 0.748], [2.362, 3.012, 7.999], [2.815, 1.315, 8.148], [1.158, 1.814, 8.472], [2.025, 3.769, 5.757], [1.357, 4.649, 3.689], [1.948, 4.709, 1.617], [2.769, 3.264, 0.181], [1.785, 2.011, 0.916], [3.595, 1.636, 2.648], [4.550, 2.910, 1.899], [5.394, 0.802, 1.111], [4.594, 1.600, -0.239], [2.691, -0.058, 1.118], [4.493, -0.809, -1.105], [3.702, -2.595, -2.499], [3.001, -4.231, -4.039], [1.263, -4.334, -4.332], [2.042, -5.484, -3.253], [-0.219, -4.236, -2.054], [-1.584, -3.606, -0.298], [-3.127, -3.164, 0.951], [-3.449, -1.479, 1.326], [-2.998, -3.504, 3.221], [-2.934, -1.791, 3.577], [-0.496, -3.361, 2.636], [-0.931, -3.139, 4.330], [0.300, -1.738, 5.193], [1.139, -0.288, 6.663], [0.876, 2.822, -3.418], [1.554, 2.063, -2.442], [0.861, 1.441, -1.441], [-0.554, 1.516, -1.347], [-1.303, 0.873, -0.298], [-2.677, 0.966, -0.371], [-3.353, 1.673, -1.387], [-2.641, 2.315, -2.354], [-1.228, 2.254, -2.358], [-0.485, 2.908, -3.372], [1.431, 3.319, -4.203], [2.632, 1.957, -2.492], [1.403, 0.854, -0.717], [-3.298, 0.489, 0.378], [-4.435, 1.715, -1.380], [-3.141, 2.877, -3.134], [-1.026, 3.469, -4.125], [-2.158, 2.124, 2.443], [-2.235, 0.747, 2.643], [-2.095, 0.601, 4.024], [-3.281, 0.482, 2.443], [-0.288, 0.803, -6.549], [-1.096, 0.133, -5.473], [-2.487, 0.140, -5.521], [-3.246, -0.476, -4.537], [-2.610, -1.105, -3.476], [-1.223, -1.109, -3.408], [-0.476, -0.508, -4.406], [-3.424, -1.896, -2.088], [-5.121, -1.904, -2.668], [-2.979, -3.324, -2.061], [-0.620, 1.831, -6.705], [-0.396, 0.279, -7.500], [0.770, 0.822, -6.291], [-2.990, 0.633, -6.346], [-4.323, -0.454, -4.614], [-0.718, -1.590, -2.580], [0.606, -0.518, -4.338], [-5.184, -2.412, -3.629], [-5.502, -0.885, -2.725], [-5.677, -2.462, -1.918]]}

***

2.
{"formula": "C5H8OS", "method": "ωB97M-V with the def2-TZVPD basis set", "e_lumo_ev": 0.9, "homo_energy_ev": -8.24, "species": ["C", "C", "C", "C", "C", "H", "H", "H", "H", "H", "H", "H", "H", "O", "S"], "positions_angstrom": [[1.051, -1.597, -0.897], [-0.076, -1.855, 0.152], [0.992, -0.761, 0.294], [-0.788, 1.479, 0.657], [-1.154, 2.838, 0.580], [0.365, -0.277, -2.089], [1.685, -2.360, -0.748], [-1.313, -1.789, 0.020], [0.121, -2.612, 0.971], [1.827, -0.749, 1.079], [-1.585, 0.855, 1.165], [-1.948, 3.060, 1.357], [-0.808, 3.722, -0.143], [1.080, -0.905, -2.130], [0.550, 0.950, -0.268]]}

***

3.
{"formula": "C2H5O3", "method": "ωB97M-V with the def2-TZVPD basis set", "charge": -1, "e_lumo_ev": 4.3, "homo_energy_ev": -4.38, "species": ["C", "O", "H", "H", "H", "H", "O", "C", "O", "H"], "positions_angstrom": [[0.417, 1.757, 0.627], [0.589, 0.380, 0.902], [-0.195, 2.133, 1.420], [1.302, 2.379, 0.484], [-0.133, 1.911, -0.324], [0.178, -0.229, 0.228], [-0.345, -2.655, 0.265], [-0.523, -2.064, -0.815], [-0.506, -0.823, -1.117], [-0.784, -2.789, -1.669]]}

***

4.
{"formula": "C9H14", "method": "ωB97M-V with the def2-TZVPD basis set", "e_lumo_ev": 1.0, "homo_energy_ev": -9.02, "species": ["C", "C", "C", "C", "C", "C", "C", "H", "H", "H", "H", "H", "H", "H", "H", "C", "C", "H", "H", "H", "H", "H", "H"], "positions_angstrom": [[-3.562, 0.954, 0.291], [0.057, 0.195, -2.070], [-0.702, 1.380, -2.187], [-0.521, -0.750, -1.264], [-1.856, 1.611, -1.474], [-1.650, -0.540, -0.469], [-2.343, 0.662, -0.551], [0.968, 0.116, -2.639], [-0.270, 2.220, -2.724], [-0.121, -1.764, -1.276], [-2.287, 2.605, -1.499], [-2.165, -1.404, -0.066], [-3.700, 2.039, 0.283], [-3.481, 0.691, 1.337], [-4.391, 0.514, -0.262], [2.635, -0.609, 1.817], [3.900, -1.533, 1.800], [2.737, 0.238, 1.143], [1.735, -1.147, 1.534], [2.510, -0.252, 2.836], [4.020, -1.853, 2.832], [4.769, -0.986, 1.453], [3.717, -2.387, 1.152]]}

***

| no. | largest force on an atom (eV/A) |
| --- | --- |
| 1 | 0.5 |
| 2 | 4.3 |
| 3 | 2.1 |
| 4 | 2.3 |